# C4H7NO2

A cluster of 2 separate species, C4H7NO2 in total (ωB97M-V/def2-TZVPD, OMol25).

Geometry (Å):
O1 1.34262 2.00657 -0.24766
H1 1.88596 2.16560 0.54724
C1 -0.06308 -0.58537 1.12571
O2 -1.99065 0.77170 -0.75385
N1 -1.22707 -1.40869 0.88884
H2 -2.05355 -0.81107 0.92639
H3 0.77526 -1.09279 1.60585
C2 1.49451 0.84789 -0.83223
H4 0.11513 -1.74396 -0.78407
H5 2.28050 0.27053 -0.27182
H6 -0.21702 0.44797 1.44033
H7 -0.77668 0.06027 -2.21384
C3 -0.45484 -0.97249 -0.26833
C4 -1.11112 0.04383 -1.16256

Its LUMO energy is 0.278 eV. The value obtained for the molar mass is 101.1 g/mol. The calculation puts the orbital gap at 9.4 eV. The net charge is 0. Its energy above the lowest of the compared OMol25 structures with the same formula, charge and spin is 533.2 kJ/mol.